A structure of composition C36H37ClFN5O6SiY in a non-equilibrium geometry, computed with the ωB97M-V functional and the def2-TZVPD basis.

## Properties
LUMO level, eV: 1.394
Orbital gap, Eh: 0.2186
Total charge: -1
HOMO, eV: -4.6

Last column: Mulliken charge in e.
CARTESIAN COORDINATES (ANGSTROEM)
Y  -0.032  -0.641  -0.786  0.99
C  2.037  -1.652  -4.515  -1.64
C  1.980  -0.929  -3.180  0.47
O  0.818  -0.575  -2.841  -0.26
C  3.110  -0.634  -2.454  -1.51
C  3.207  -0.016  -1.183  1.07
C  4.635  0.323  -0.838  -1.81
N  2.192  0.262  -0.476  2.31
N  2.449  0.860  0.735  -0.53
C  1.374  0.952  1.412  -0.99
O  0.263  0.459  1.090  0.46
C  1.484  1.570  2.819  0.19
C  2.691  1.787  3.384  -0.30
C  2.815  2.602  4.504  -0.74
C  1.750  3.218  4.996  -0.41
C  0.454  3.048  4.445  -0.86
C  0.395  2.245  3.287  -0.45
H  1.236  -2.396  -4.595  0.27
H  3.020  -2.081  -4.703  0.41
H  1.869  -0.850  -5.262  0.28
H  4.021  -0.937  -2.884  0.36
H  4.698  0.408  0.238  0.27
H  4.848  1.271  -1.357  0.20
H  5.335  -0.427  -1.141  0.58
H  3.575  1.305  2.990  0.58
H  3.780  2.733  4.890  0.47
H  1.845  3.742  5.999  0.24
H  -0.480  3.407  4.958  0.36
H  -0.541  2.223  2.792  0.33
O  4.072  3.848  1.686  -0.55
C  3.336  4.884  1.239  0.38
O  3.465  6.002  1.597  -0.58
C  2.321  4.396  0.200  0.20
C  0.982  4.543  0.473  -0.68
C  0.041  3.802  -0.256  -0.25
C  0.439  2.982  -1.273  -0.98
C  1.811  2.867  -1.591  -0.05
C  2.748  3.582  -0.895  -0.64
N  -0.445  1.942  -1.717  0.97
C  -1.073  2.001  -2.814  -0.48
C  -2.081  0.995  -3.204  1.07
C  -2.796  1.183  -4.385  -1.04
C  -3.783  0.240  -4.676  -0.45
C  -3.910  -0.920  -3.851  -0.97
C  -3.042  -1.036  -2.781  0.08
N  -2.122  -0.081  -2.443  0.73
H  3.570  3.039  1.812  0.34
H  0.736  5.161  1.315  0.42
H  -0.974  3.874  0.066  0.41
H  2.128  2.184  -2.380  0.59
H  3.805  3.472  -0.979  0.33
H  -1.029  2.871  -3.574  0.05
H  -2.562  2.017  -5.068  0.39
H  -4.336  0.280  -5.631  0.35
H  -4.675  -1.672  -3.936  0.48
H  -3.127  -1.982  -2.088  -0.11
C  -2.949  1.021  0.722  -0.37
Si  -2.949  -0.783  1.259  0.13
C  -2.624  -0.676  3.053  -0.84
C  -4.678  -1.471  0.957  -1.16
N  -1.859  -1.698  0.319  1.28
C  -1.955  -3.060  0.326  -0.17
C  -2.387  -3.891  1.392  0.29
C  -2.455  -5.243  1.262  -0.56
C  -2.115  -5.908  0.062  -0.81
C  -1.634  -5.106  -0.982  -0.66
C  -1.649  -3.757  -0.849  0.22
F  -1.219  -3.047  -1.908  -0.21
H  -3.429  1.685  1.542  0.34
H  -3.432  1.239  -0.189  0.38
H  -1.868  1.285  0.699  -0.34
H  -3.398  -0.165  3.614  0.36
H  -1.636  -0.166  3.214  0.00
H  -2.401  -1.683  3.392  0.35
H  -4.803  -2.571  1.109  0.32
H  -5.022  -1.283  -0.046  0.29
H  -5.346  -0.985  1.684  0.38
H  -2.619  -3.345  2.351  -0.15
H  -2.901  -5.859  2.097  0.26
H  -2.057  -6.968  -0.040  0.40
H  -1.311  -5.569  -1.929  0.35
Cl  0.386  -2.633  2.940  -0.17
C  1.348  -3.703  1.862  -0.16
C  1.870  -3.046  0.584  0.25
O  3.040  -3.321  0.314  -0.75
O  1.030  -2.403  -0.067  -1.01
H  0.579  -4.488  1.582  0.06
H  2.118  -4.151  2.502  0.40